C46H35B3FNO9 | ωB97M-V/def2-TZVPD

Geometry as XYZ:
```
95
Properties=species:S:1:pos:R:3:forces:R:3:lowdin_charge:R:1
C 0.388511 0.413254 -3.084912 -0.451 -0.395 -0.600 -0.08
C -0.341615 -0.759929 -3.757880 0.307 0.239 0.788 -0.22
C -1.093570 -1.591669 -2.711382 -0.103 -0.348 -0.305 -0.24
C -1.349363 -3.049134 -3.181736 -0.606 0.522 0.264 -0.04
B -2.483793 -0.970758 -2.374112 -0.119 -0.709 -0.470 -0.52
O -3.294960 -0.455161 -3.380207 0.447 0.677 0.709 0.31
B -4.040271 0.649477 -2.990957 -0.606 0.364 -0.846 -0.64
N -4.953001 1.276059 -3.916147 0.071 -0.922 0.193 0.20
O -3.889882 1.208038 -1.724515 0.258 -0.256 0.190 0.34
B -3.237994 0.431642 -0.806711 -0.321 -0.167 0.493 -0.73
F -2.796273 0.959834 0.336376 -0.359 -0.187 -0.275 0.26
O -3.000031 -0.897225 -1.078989 0.847 0.604 0.171 0.34
H -0.283674 0.938000 -2.407875 0.008 0.097 0.224 0.07
H 0.691307 1.122588 -3.848712 0.339 0.161 0.055 0.07
H 1.245497 0.028901 -2.545325 0.209 0.225 0.221 0.08
H 0.398245 -1.404344 -4.225219 0.041 0.000 -0.373 0.11
H -1.015703 -0.345910 -4.500072 -0.164 -0.293 -0.307 0.11
H -0.466225 -1.641997 -1.822358 -0.058 0.035 0.244 0.14
H -2.212043 -3.464433 -2.661044 0.006 -0.298 0.102 0.06
H -1.619550 -3.047038 -4.233134 0.176 -0.138 -0.225 0.09
H -0.506152 -3.695325 -2.975623 0.221 -0.102 -0.202 0.09
H -4.864350 0.838055 -4.823889 -0.037 0.032 -0.146 0.08
H -5.907387 1.095110 -3.618466 -0.092 0.671 0.047 0.09
C 6.744386 1.289729 0.407686 0.022 0.041 0.005 -0.06
C 7.353906 2.531586 0.552175 -0.026 -0.042 -0.010 -0.06
C 7.337451 3.439822 -0.491782 0.043 -0.001 0.126 0.00
C 6.719195 3.107096 -1.689838 -0.053 -0.075 -0.081 -0.08
C 6.124141 1.852805 -1.841539 0.028 0.101 -0.058 -0.08
C 6.131706 0.950551 -0.785799 0.023 -0.058 0.114 0.00
C 5.490200 1.456111 -3.130537 -0.073 -0.123 -0.007 -0.28
O 4.967333 0.369552 -3.261196 -0.014 -0.014 0.000 0.10
C 5.522482 2.431312 -4.257058 0.063 0.072 0.069 -0.08
C 4.983204 2.066000 -5.483680 -0.050 -0.001 -0.125 0.00
C 4.993176 2.963137 -6.537185 0.016 0.050 0.010 -0.06
C 5.535320 4.232983 -6.368482 -0.019 -0.046 -0.002 -0.06
C 6.077894 4.600983 -5.149802 -0.013 0.054 -0.124 0.00
C 6.080763 3.700627 -4.092567 -0.020 -0.106 0.059 -0.08
C 6.696443 4.105283 -2.796563 0.053 0.129 0.021 -0.28
O 7.168158 5.212213 -2.648516 0.013 0.004 -0.005 0.11
H 6.751840 0.584722 1.228155 0.002 -0.006 0.010 0.11
H 7.840787 2.790363 1.482854 -0.003 0.003 0.015 0.11
H 7.803981 4.408888 -0.384837 -0.031 0.043 -0.081 0.12
H 5.659884 -0.014318 -0.906856 -0.019 0.003 -0.093 0.12
H 4.560446 1.078824 -5.606731 0.004 -0.031 0.093 0.12
H 4.576736 2.675344 -7.493240 -0.008 0.001 -0.010 0.11
H 5.536370 4.934645 -7.191825 0.000 0.005 -0.011 0.11
H 6.504146 5.584638 -5.012226 0.035 -0.009 0.089 0.12
C -2.506245 3.616556 1.625138 -0.006 0.085 0.151 -0.05
C -3.216867 2.907982 2.589606 0.024 0.071 -0.021 -0.06
C -2.912471 3.058624 3.930435 -0.090 -0.063 -0.073 0.00
C -1.886069 3.910598 4.318462 0.097 0.065 -0.005 -0.08
C -1.160313 4.608263 3.351589 0.000 -0.014 0.108 -0.08
C -1.482612 4.465565 2.007512 -0.050 -0.042 -0.130 0.00
C -0.028931 5.497896 3.736398 0.059 0.071 -0.109 -0.28
O 0.598923 6.110313 2.898870 0.010 0.002 0.000 0.11
C 0.314812 5.608639 5.183156 -0.084 -0.079 0.023 -0.08
C 1.397400 6.390957 5.563379 0.093 0.069 0.070 0.00
C 1.723294 6.515162 6.902511 -0.033 -0.023 0.036 -0.06
C 0.964457 5.864226 7.869683 0.025 0.022 -0.037 -0.06
C -0.112770 5.079902 7.496264 0.067 0.033 0.114 0.00
C -0.437238 4.942693 6.152939 0.011 0.016 -0.116 -0.08
C -1.583111 4.069806 5.768141 -0.088 -0.072 0.088 -0.28
O -2.245742 3.503561 6.611733 0.008 -0.008 0.007 0.10
H -2.750998 3.506182 0.579015 -0.018 -0.024 -0.025 0.11
H -4.009988 2.237443 2.291442 -0.016 -0.014 -0.020 0.11
H -3.465007 2.514558 4.683530 0.032 0.045 0.079 0.12
H -0.924235 5.019851 1.266229 0.070 0.036 0.055 0.12
H 1.980293 6.896959 4.806715 -0.057 -0.018 -0.079 0.12
H 2.569478 7.121693 7.196509 0.006 0.011 0.006 0.11
H 1.217482 5.967965 8.916372 0.006 0.002 0.011 0.11
H -0.704976 4.568130 8.241665 -0.059 -0.051 -0.057 0.12
C -4.321828 -10.566928 0.221331 0.009 0.018 -0.045 -0.06
C -4.035555 -10.086814 -1.052323 -0.006 -0.014 0.047 -0.06
C -3.644231 -8.771042 -1.227303 -0.014 -0.106 -0.076 0.00
C -3.546442 -7.925389 -0.130008 -0.014 0.028 0.112 -0.08
C -3.852770 -8.402379 1.146457 0.031 0.101 -0.064 -0.08
C -4.231423 -9.727352 1.317750 -0.037 -0.124 -0.024 0.00
C -3.796144 -7.504394 2.335728 -0.022 -0.043 0.134 -0.28
O -4.056270 -7.920993 3.444339 -0.006 -0.005 0.002 0.11
C -3.417438 -6.079598 2.119624 0.002 -0.020 -0.104 -0.08
C -3.407287 -5.209011 3.202186 0.013 0.106 0.068 0.00
C -3.046633 -3.884594 3.020927 0.009 -0.027 -0.063 -0.05
C -2.686164 -3.427309 1.757846 0.015 0.080 0.061 -0.05
C -2.697729 -4.288761 0.676172 0.023 0.135 -0.009 0.01
C -3.070966 -5.614172 0.848968 -0.036 -0.117 0.057 -0.08
C -3.107041 -6.516294 -0.335897 0.039 0.046 -0.123 -0.27
O -2.792314 -6.114837 -1.436938 -0.014 0.008 -0.010 0.10
H -4.619968 -11.598024 0.356342 -0.004 -0.011 -0.001 0.11
H -4.116912 -10.742580 -1.908830 0.006 -0.012 -0.006 0.11
H -3.414877 -8.392242 -2.213299 0.036 0.086 0.023 0.12
H -4.456697 -10.092203 2.309908 0.003 0.083 0.049 0.12
H -3.685134 -5.573609 4.181044 -0.006 -0.098 -0.019 0.12
H -3.044381 -3.206280 3.863631 0.009 0.007 0.009 0.11
H -2.397074 -2.394268 1.614475 -0.012 0.014 -0.005 0.11
H -2.420960 -3.935382 -0.307144 -0.019 -0.061 -0.043 0.11
```
Forces are in eV/Å.

Its electronic energy is -2680.73194 hartree. The charge is 0. For the maximum force, the calculation gives 1.1 eV/A. The HOMO energy comes out at -0.3559 hartree. The calculation puts the gap between HOMO and LUMO at 8.7131 eV.

***

C3H10N2S | ωB97M-V/def2-TZVPD

Geometry as XYZ:
```
16
Properties=species:S:1:pos:R:3:forces:R:3:lowdin_charge:R:1
N -0.730464 -3.024227 -0.174243 1.241 0.518 2.369 -0.03
C 0.205961 -1.870902 0.364944 -0.061 -0.011 -2.726 -0.21
C -0.189358 -0.415336 -0.219231 1.112 0.235 -0.108 -0.38
N -1.517339 0.057830 0.305040 2.753 2.755 1.101 0.01
C 1.074558 0.619722 0.099627 -3.106 -0.489 1.611 -0.50
S 0.683638 2.387650 -0.233008 0.781 -0.423 0.347 0.69
H -0.291010 -3.907023 0.209525 -0.457 1.206 -0.771 0.06
H -1.605823 -3.008983 0.381741 0.524 0.322 -0.495 0.05
H 0.245898 -1.700451 1.422948 -0.281 -0.456 0.788 0.08
H 1.257782 -2.198148 0.017981 -1.602 0.840 0.398 0.12
H -0.107670 -0.368231 -1.310477 -0.682 -0.723 -0.119 0.11
H -1.639265 1.096177 0.499788 0.608 -2.151 -0.468 0.07
H -2.393674 -0.355050 0.170606 -0.718 -1.152 -0.805 0.03
H 1.179865 0.564888 1.173526 0.365 0.032 0.421 0.04
H 2.003486 0.360444 -0.342905 0.442 -0.588 -0.773 0.04
H -0.400140 2.077840 -0.882223 -0.917 0.082 -0.771 -0.19
```
Forces are in eV/Å.

Its electronic energy is -627.94160 hartree. The charge is 0. For the maximum force, the calculation gives 4.0 eV/A. The HOMO energy comes out at -0.3325 hartree. The energy above the lowest of the compared OMol25 structures with the same formula, charge and spin comes out at 139.2 kJ/mol. The calculation puts the gap between HOMO and LUMO at 10.0356 eV.

***

C4H9NO2 | ωB97M-V/def2-TZVPD

Geometry as XYZ:
```
16
Properties=species:S:1:pos:R:3:forces:R:3:lowdin_charge:R:1
C 0.993364 1.044052 2.059866 -0.024 0.038 -0.016 -0.10
C 0.432863 0.019097 1.070782 -0.033 -0.043 -0.080 -0.23
C -0.761158 0.506561 0.256317 0.006 0.165 0.188 -0.18
O -1.155823 -0.494424 -0.701504 0.183 0.001 -0.113 -0.01
C -0.320422 -0.604337 -1.757220 0.164 0.306 -0.154 -0.63
N -0.695533 -1.629052 -2.567589 0.151 0.040 -0.015 0.18
O 0.639631 0.115527 -1.957281 -0.435 -0.396 0.060 0.07
H 0.257061 1.376851 2.801900 0.030 -0.114 -0.169 0.07
H 1.834344 0.608175 2.610794 -0.141 0.094 -0.103 0.07
H 1.365347 1.934250 1.539824 -0.069 -0.137 0.048 0.08
H 1.205827 -0.238030 0.339452 -0.012 -0.032 0.258 0.10
H 0.141321 -0.901725 1.594679 0.063 0.175 -0.089 0.12
H -1.652556 0.653632 0.872184 0.149 0.015 -0.045 0.13
H -0.534230 1.433115 -0.283685 0.020 -0.143 0.175 0.13
H -1.588844 -2.075765 -2.469851 0.054 0.031 0.080 0.11
H -0.161191 -1.747927 -3.408668 -0.107 0.000 -0.025 0.11
```
Forces are in eV/Å.

Its electronic energy is -363.07890 hartree. The charge is 0. For the maximum force, the calculation gives 0.6 eV/A. The HOMO energy comes out at -0.3787 hartree. The energy above the lowest of the compared OMol25 structures with the same formula, charge and spin comes out at 17.4 kJ/mol. The calculation puts the gap between HOMO and LUMO at 11.2536 eV.